DFT (wB97M-V/def2-TZVPD) results for C25H25AsNOP2ReS4 as an isolated structure.

Summary:
**E**: -154712.8030 eV
**E_HOMO (spin up / spin down)**: -19.34 / -19.34 eV
**E_LUMO (spin up / spin down)**: -0.486 / -0.486 Eh
**Orbital gap (spin up / spin down)**: 6.1038 / 6.1022 eV

Geometry as ORCA input:
```
! wB97M-V def2-TZVPD RIJCOSX def2/J DEFGRID3
* xyz 4 1
Re -1.0294 -2.6741 1.9648
C -0.1689 -0.0175 2.3098
N 0.0684 0.0632 0.8400
P 1.5396 0.4403 0.2710
C 1.5375 1.1916 -1.3019
C 2.3653 0.8221 -2.3621
C 2.4340 1.6350 -3.4802
C 1.7136 2.8272 -3.5275
C 0.9119 3.2108 -2.4531
C 0.8228 2.3991 -1.3373
C 2.5913 1.1591 1.4793
C 2.1392 2.3612 2.0523
C 2.9719 3.0598 2.9054
C 4.2473 2.5778 3.1903
C 4.7013 1.3975 2.6113
C 3.8859 0.6881 1.7449
P -1.2105 -1.0205 0.1508
C -2.6936 -0.0735 0.4186
C -2.7270 1.2912 0.1019
C -3.9118 1.9929 0.2265
C -5.0657 1.3431 0.6617
C -5.0370 -0.0102 0.9669
C -3.8549 -0.7249 0.8466
C -0.9013 -1.3770 -1.5619
C -0.8824 -2.7191 -1.9669
C -0.8621 -3.0355 -3.3153
C -0.8746 -2.0199 -4.2622
C -0.9280 -0.6843 -3.8659
C -0.9576 -0.3555 -2.5253
H 0.5297 0.5833 2.8858
H -0.0098 -1.0694 2.6976
H -1.1868 0.3074 2.5261
H 2.9813 -0.0736 -2.3878
H 3.0633 1.3459 -4.3112
H 1.7875 3.4640 -4.3996
H 0.3656 4.1441 -2.4836
H 0.2006 2.7059 -0.5032
H 1.1512 2.7524 1.8343
H 2.6291 3.9859 3.3474
H 4.8945 3.1303 3.8591
H 5.6983 1.0353 2.8231
H 4.3185 -0.1932 1.2855
H -1.8350 1.8080 -0.2299
H -3.9447 3.0462 -0.0174
H -5.9909 1.8965 0.7543
H -5.9389 -0.5138 1.2878
H -3.8612 -1.7919 1.0293
H -0.9028 -3.5127 -1.2327
H -0.8547 -4.0708 -3.6277
H -0.8701 -2.2676 -5.3158
H -0.9806 0.0984 -4.6110
H -1.0700 0.6801 -2.2391
S -1.9144 -8.2990 3.7915
As -1.1099 -6.5732 4.3183
S -2.6881 -3.2417 3.2062
S -0.1095 -4.4038 1.4594
S -3.2229 -4.9125 4.0544
O 2.3503 -1.1398 -0.0845
H 2.6214 -1.2590 -1.0216
H 3.0741 -1.4094 0.5225
*
```

Atom charges from the natural (NBO) analysis, given in e for atoms 1 to 8: number 1, Re, carries 0.1717; number 2, C, carries -0.3804; number 3, N, carries -1.0813; number 4, P, carries 2.1139; number 5, C, carries -0.5730; number 6, C, carries -0.1069; number 7, C, carries -0.1867; number 8, C, carries -0.0984